{"formula": "C20H19BeF6I2KMgN4O9S", "method": "wB97M-V/def2-TZVPD", "symbols": ["O", "C", "I", "C", "C", "C", "C", "O", "C", "F", "F", "F", "C", "O", "C", "O", "C", "C", "C", "C", "C", "C", "C", "I", "C", "N", "S", "N", "C", "H", "H", "H", "H", "H", "H", "H", "H", "H", "F", "O", "H", "H", "Be", "O", "H", "F", "Mg", "C", "C", "O", "O", "H", "H", "H", "K", "C", "O", "N", "N", "H", "H", "H", "H", "F"], "positions_angstrom": [[2.85426, -0.58606, 2.07766], [3.39014, -0.62264, 1.02055], [5.53289, -0.51368, 0.83234], [2.53412, -0.73858, -0.25649], [1.60656, 0.46182, -0.36121], [0.29781, 0.38991, -0.72829], [-0.33420, -0.93805, -1.09665], [-0.44491, -1.14026, -2.50449], [0.72330, -1.55935, -3.07068], [0.43137, -1.94215, -4.31023], [1.26975, -2.56492, -2.42076], [1.62342, -0.56663, -3.18622], [-0.55067, 1.56295, -0.81906], [-1.87234, 1.40213, -1.21849], [-2.69304, 1.12881, -0.17383], [-2.39330, 1.30317, 0.97712], [-4.01614, 0.54469, -0.51613], [-4.11033, -0.64272, -1.36224], [-5.40063, -1.18080, -1.75026], [-6.59865, -0.54835, -1.31281], [-6.49578, 0.57931, -0.46823], [-5.24165, 1.10627, -0.08406], [-0.08352, 2.79776, -0.54183], [-1.30759, 4.48229, -0.68513], [1.27911, 2.94870, -0.15856], [1.91708, 4.06209, 0.12087], [3.45410, 3.64884, 0.47062], [3.35123, 2.06025, 0.27267], [2.12812, 1.76092, -0.06537], [1.97396, -1.65953, -0.11599], [3.15105, -0.85842, -1.14704], [-1.36058, -0.90099, -0.73584], [0.13726, -1.76552, -0.57533], [-3.20517, -1.11101, -1.73112], [-5.40468, -2.02692, -2.42465], [-7.55057, -0.91686, -1.66962], [-7.42809, 1.04658, -0.17992], [-5.25964, 2.01420, 0.54290], [2.46222, -4.55713, -2.50496], [3.58140, -4.73415, 0.27028], [2.66935, -4.68047, 0.56960], [3.53651, -4.51230, -0.67622], [-5.33092, 3.96104, 1.01826], [5.11264, -5.08832, -2.44814], [5.49021, -5.67008, -1.77235], [-5.76636, 4.23016, -0.95028], [6.22391, 3.92654, 0.77822], [10.19833, 4.14229, -2.17088], [9.48464, 4.19072, -0.80341], [9.09188, 5.31191, -0.41565], [9.35994, 3.08916, -0.22888], [10.26141, 5.13451, -2.60888], [11.20396, 3.74526, -2.04510], [9.64339, 3.48957, -2.84265], [-4.85097, -1.63902, 0.75964], [-6.26991, -2.55135, 5.80914], [-6.01281, -3.46259, 5.03832], [-5.39200, -2.13497, 6.76801], [-7.45830, -1.87465, 5.77547], [-5.58250, -1.39090, 7.41151], [-4.51163, -2.61217, 6.82154], [-8.12798, -2.15834, 5.08589], [-7.68961, -1.12547, 6.39952], [2.76916, -3.54649, -3.68223]], "spin_multiplicity": 1, "e_homo_ev": -6.20, "total_charge": 0}

{"formula": "C4H3FN2O", "method": "wB97M-V/def2-TZVPD", "symbols": ["C", "C", "C", "C", "H", "H", "H", "N", "N", "O", "F"], "positions_angstrom": [[-2.01981, -0.27288, 0.03508], [-1.11399, 0.67972, -0.01015], [0.33155, 0.30538, 0.06530], [1.42270, 1.08949, 0.04083], [-1.72555, -1.25949, 0.23394], [-1.44245, 1.68443, -0.08181], [1.59742, 2.14286, -0.08088], [2.03583, -1.03217, -0.03924], [0.76747, -1.03963, -0.00487], [2.52340, 0.26057, -0.02025], [-3.32915, -0.10667, -0.04298]], "smiles": "F/C=C/c1conn1", "spin_multiplicity": 1, "e_above_lowest_ev": 3.283, "e_homo_ev": -9.49, "total_charge": 0}

{"formula": "C5H7NO", "method": "wB97M-V/def2-TZVPD", "symbols": ["O", "C", "N", "C", "C", "C", "C", "H", "H", "H", "H", "H", "H", "H"], "positions_angstrom": [[-0.67235, 2.45611, -0.04512], [-1.20712, 1.37573, 0.08136], [-0.76894, 0.39914, 0.96730], [-0.51813, -1.00354, 0.59432], [0.82484, -1.33889, -0.16991], [1.27624, -0.11072, -0.80303], [1.39512, 1.01299, -1.21163], [-2.15280, 1.15014, -0.44471], [-0.05780, 0.81713, 1.55774], [-1.34556, -1.33367, -0.03999], [-0.53602, -1.57247, 1.52563], [1.60227, -1.75264, 0.48955], [0.67651, -2.11299, -0.94045], [1.48374, 2.01368, -1.56107]], "smiles": "C#CCCNC=O", "spin_multiplicity": 1, "e_above_lowest_ev": 2.393, "e_homo_ev": -9.61, "total_charge": 0}

{"formula": "C20H28N4OSSbSe4TeW", "method": "wB97M-V/def2-TZVPD", "symbols": ["W", "Se", "Sb", "Se", "Se", "Se", "C", "Te", "C", "C", "C", "C", "C", "C", "C", "H", "H", "H", "H", "H", "H", "H", "H", "C", "N", "C", "C", "C", "N", "C", "C", "O", "H", "H", "H", "H", "H", "H", "H", "H", "H", "H", "H", "H", "C", "C", "C", "C", "N", "C", "S", "N", "C", "H", "H", "H", "H", "H", "H", "H", "H"], "positions_angstrom": [[-1.27339, 1.25564, 0.85187], [-5.32978, 3.91444, 1.55328], [-3.50892, 2.47720, 1.27563], [-1.43066, 2.79278, -0.95041], [-0.35200, 2.48326, 2.58481], [-3.16195, 0.20564, 2.30289], [-3.11703, 0.22748, -3.28169], [-3.27930, -0.01027, -1.17448], [-3.68042, -2.07270, -1.54201], [-3.76857, -2.20179, -3.04733], [-4.11641, -3.42835, -3.61929], [-4.22128, -3.55983, -4.99270], [-3.98593, -2.46054, -5.81432], [-3.64160, -1.24322, -5.25561], [-3.52195, -1.10311, -3.87120], [-2.10143, 0.50606, -3.54613], [-3.78052, 1.03582, -3.57096], [-4.61353, -2.33091, -1.04893], [-2.88899, -2.68372, -1.11876], [-4.31876, -4.28118, -2.97643], [-4.49430, -4.51540, -5.42526], [-4.07731, -2.55454, -6.89138], [-3.46611, -0.38396, -5.89581], [0.00917, -1.25657, 3.43096], [0.71396, -1.73230, 2.24189], [1.85881, -2.63604, 2.44407], [2.79173, -2.53956, 1.26342], [2.01652, -2.86198, 0.01167], [0.79004, -2.04482, -0.05537], [0.33274, -1.73387, -1.40625], [0.29396, -1.43105, 1.02160], [-0.69492, -0.61548, 0.87999], [0.26018, -0.22761, 3.65551], [0.31561, -1.89123, 4.26133], [-1.06238, -1.34520, 3.30709], [1.49553, -3.65737, 2.57752], [2.35711, -2.33112, 3.36027], [3.63353, -3.22066, 1.37964], [3.17009, -1.51955, 1.19920], [1.75130, -3.91862, -0.03453], [2.60565, -2.62744, -0.87163], [1.13929, -1.26554, -1.96983], [-0.50389, -1.06674, -1.37881], [0.03607, -2.65669, -1.90839], [3.39394, 5.77283, 0.66465], [3.22246, 4.38664, 1.21021], [3.67255, 3.96279, 2.42022], [3.40232, 2.64117, 2.80518], [2.76467, 1.77136, 2.01657], [2.31862, 2.18537, 0.81680], [1.39236, 1.25231, -0.26510], [2.55667, 3.48378, 0.45150], [3.80448, 2.15346, 4.16187], [4.14633, 6.31902, 1.22897], [2.44879, 6.31942, 0.73557], [3.68579, 5.74534, -0.38511], [4.20945, 4.64008, 3.07215], [2.14377, 3.76463, -0.42533], [4.73929, 2.60587, 4.49315], [3.89060, 1.07026, 4.16391], [3.02795, 2.43632, 4.87961]], "spin_multiplicity": 1, "e_above_lowest_ev": 2.958, "e_homo_ev": [-9.55, -9.56], "total_charge": 1}

{"formula": "C21H15CoN2O6", "method": "wB97M-V/def2-TZVPD", "symbols": ["Co", "O", "C", "C", "C", "C", "C", "C", "C", "O", "N", "N", "C", "C", "C", "C", "C", "C", "C", "O", "H", "H", "H", "H", "H", "H", "H", "H", "H", "H", "O", "C", "C", "C", "C", "C", "C", "C", "O", "O", "H", "H", "H", "H", "H"], "positions_angstrom": [[0.43273, -0.95677, -0.72635], [-2.58857, -2.11467, 3.62981], [-3.44455, -2.15768, 2.59637], [-4.75097, -2.55954, 2.88030], [-5.69375, -2.63087, 1.87807], [-5.36570, -2.30393, 0.56185], [-4.08088, -1.90375, 0.27437], [-3.10125, -1.82101, 1.27224], [-1.75661, -1.38105, 0.87777], [-1.52325, -1.02794, -0.30645], [-0.80359, -1.33277, 1.85518], [0.33179, -0.87476, 1.35396], [1.31299, -0.63589, 2.19662], [2.47257, 0.04556, 1.80540], [3.50559, 0.23961, 2.76465], [4.59272, 1.00298, 2.48879], [4.70916, 1.65167, 1.22286], [3.75663, 1.51379, 0.27106], [2.60168, 0.68177, 0.49067], [1.75448, 0.55178, -0.43018], [-1.71372, -1.82807, 3.28783], [-4.99356, -2.81160, 3.90365], [-6.70078, -2.94674, 2.12017], [-6.10875, -2.36550, -0.22083], [-3.79396, -1.64376, -0.73502], [1.19377, -0.91842, 3.24055], [3.40507, -0.23653, 3.73237], [5.36916, 1.13010, 3.23059], [5.57872, 2.26497, 1.02323], [3.83414, 1.99284, -0.69504], [1.97992, -5.41524, -1.43963], [2.22470, -4.98598, -2.70098], [2.75803, -5.85320, -3.65327], [3.01821, -5.41985, -4.93897], [2.75216, -4.10524, -5.30363], [2.22396, -3.24613, -4.35976], [1.94907, -3.66064, -3.05556], [1.37206, -2.65677, -2.12266], [1.20437, -1.45888, -2.54129], [1.03717, -2.94284, -0.93705], [2.22358, -6.34549, -1.37999], [2.96786, -6.87933, -3.37020], [3.43196, -6.11429, -5.65900], [2.95478, -3.76182, -6.30831], [2.00327, -2.21742, -4.60753]], "spin_multiplicity": 5, "e_above_lowest_ev": 0.047, "e_homo_ev": [-8.21, -8.51], "total_charge": 0, "s2": 6.061}

{"formula": "C3H8O", "method": "wB97M-V/def2-TZVPD", "symbols": ["C", "C", "C", "O", "H", "H", "H", "H", "H", "H", "H", "H"], "positions_angstrom": [[-1.09178, -0.61650, 0.57029], [-0.23048, 0.22490, -0.36041], [1.22884, -0.13797, -0.18415], [-0.45068, 1.60366, -0.05991], [-2.15790, -0.58357, 0.32712], [-0.75530, -1.66043, 0.51001], [-0.94839, -0.28303, 1.60621], [-0.53633, 0.04393, -1.40608], [1.38618, -1.19860, -0.41097], [1.87140, 0.45688, -0.84200], [1.52065, 0.03931, 0.85780], [0.16379, 2.11141, -0.60792]], "smiles": "CC(C)O", "spin_multiplicity": 1, "e_above_lowest_ev": 0.031, "e_homo_ev": -10.27, "total_charge": 0}